(1)
One molecule with the formula C4H5NO. Source: the Open Molecules 2025 dataset; level of theory: ωB97M-V/def2-TZVPD.

Results
Multiplicity ... 1
Highest occupied orbital energy ... -10.475 eV
LUMO ... -0.4 eV
Charge ... 0
E_tot ... -7762.032 eV
Kohn-Sham gap ... 10.1074 eV

Each line ends with the natural charge from an NBO analysis.
CARTESIAN COORDINATES (ANGSTROEM)
N1 -1.924837 -0.705770 -0.226096  -0.7269
C1 -1.533429 0.367091 0.319681  0.4100
O1 -0.240298 0.717038 0.389106  -0.4931
C2 0.651184 -0.210214 -0.233517  -0.0970
C3 2.462083 1.130487 -0.693472  0.2798
C4 2.096815 0.164513 0.093505  -0.6109
H1 -2.935682 -0.789550 -0.163651  0.3564
H2 -2.148632 1.134717 0.797449  0.1603
H3 0.435793 -0.241243 -1.306481  0.2181
H4 0.476522 -1.211384 0.158814  0.2249
H5 2.660485 -0.355681 0.864657  0.2786

Atomic forces in eV per Å
-0.001 0.314 0.180
-0.165 -0.179 -0.039
0.005 -0.061 0.113
-0.040 -0.282 -0.121
0.107 -0.487 0.344
0.042 0.505 -0.369
0.071 0.037 -0.019
0.059 -0.130 -0.075
0.138 0.060 0.190
-0.071 -0.019 -0.079
-0.146 0.243 -0.126

(2)
One molecule with the formula C6H6Br2O2Si in a non-equilibrium geometry. Source: the Open Molecules 2025 dataset; level of theory: ωB97M-V/def2-TZVPD.

Results
Multiplicity ... 1
Highest occupied orbital energy ... -9.671 eV
LUMO ... -0.5 eV
Charge ... 0
E_tot ... -158374.852 eV
SMILES string ... COC(=O)C#C/C=C(/Br)[SiH2]Br
Kohn-Sham gap ... 9.1225 eV

Each line ends with the natural charge from an NBO analysis.
CARTESIAN COORDINATES (ANGSTROEM)
C1 -2.528471 -1.395643 -0.668319  -0.2691
O1 -1.206711 -0.889093 -0.325976  -0.4967
C2 -1.191194 0.488135 -0.142035  0.7133
O2 -2.131679 1.245214 -0.187096  -0.5443
C3 0.101433 0.933597 0.171171  -0.0747
C4 1.296968 1.088664 0.156301  0.0440
C5 2.617130 1.592422 0.283857  -0.3021
C6 3.586861 0.749570 0.077838  -0.4405
Br1 5.396558 1.294327 0.147467  0.0981
Si1 3.300995 -0.963365 -0.645264  1.0242
Br2 5.310559 -1.998031 -0.445177  -0.2953
H1 -2.657491 -2.262604 0.036733  0.1976
H2 -2.612743 -1.585417 -1.704487  0.1926
H3 -3.304139 -0.733145 -0.421973  0.2083
H4 2.735979 2.591655 0.521632  0.2416
H5 2.165076 -1.634802 0.044022  -0.1322
H6 2.877526 -0.830060 -1.980146  -0.1648

Atomic forces in eV per Å
0.954 -1.367 2.224
-1.032 1.877 -0.312
-1.534 -0.834 0.125
0.109 -0.853 -0.267
1.785 -0.505 -0.329
-0.689 1.044 0.492
-1.431 -1.004 -0.106
2.067 -1.242 -0.751
-0.093 0.540 0.187
0.459 -0.566 1.626
-0.985 -0.117 -0.213
0.101 0.420 -1.291
0.264 -0.670 -1.008
-0.753 1.306 0.445
0.297 1.902 0.533
0.532 -0.061 0.111
-0.052 0.130 -1.466

(3)
A 3-piece molecular cluster, C2H9NO2 overall in a non-equilibrium geometry. Source: the Open Molecules 2025 dataset; level of theory: ωB97M-V/def2-TZVPD.

Results
Multiplicity ... 1
Highest occupied orbital energy ... -8.164 eV
LUMO ... 0.8 eV
Charge ... 0
E_tot ... -7803.756 eV
SMILES string ... C=CN.O.O
Kohn-Sham gap ... 8.9854 eV

Each line ends with the natural charge from an NBO analysis.
CARTESIAN COORDINATES (ANGSTROEM)
C1 1.894289 -0.818530 -0.421153  -0.5545
C2 0.645778 -1.143999 -0.028139  0.0320
N1 -0.510740 -1.314475 -0.770264  -0.8083
H1 2.288971 -1.152607 -1.384096  0.1829
H2 2.465012 -0.060196 0.092829  0.2205
H3 0.482064 -1.187350 1.052405  0.1805
H4 -0.364182 -1.523326 -1.751958  0.3731
H5 -1.059031 -2.006007 -0.265130  0.3746
O1 -0.298007 1.679637 2.052084  -0.9479
H6 -0.723832 1.638592 2.911815  0.4597
H7 -0.912416 1.201395 1.482811  0.4864
O2 -1.502889 1.459904 -0.678482  -0.9515
H8 -1.244012 0.883124 -1.375408  0.4776
H9 -1.161005 2.343837 -0.917315  0.4748

Atomic forces in eV per Å
-0.563 -0.354 -1.075
1.247 1.212 0.840
0.376 -1.473 0.412
-0.439 0.683 -0.205
0.425 -0.790 0.785
-0.445 0.719 -0.209
-0.039 -0.213 0.078
-0.528 0.062 -0.764
-0.152 -0.157 0.171
0.092 0.106 0.185
0.095 0.124 -0.458
-0.234 1.632 0.702
0.412 -0.848 -0.692
-0.248 -0.705 0.229

(4)
C35H80NO15Zn as an isolated structure in a non-equilibrium geometry. Source: the Open Molecules 2025 dataset; level of theory: ωB97M-V/def2-TZVPD.

Results
Multiplicity ... 1
Highest occupied orbital energy ... -4.088 eV
LUMO ... 1.7 eV
Charge ... -1
E_tot ... -118207.963 eV
Kohn-Sham gap ... 5.8059 eV

Each line ends with the Mulliken charge.
CARTESIAN COORDINATES (ANGSTROEM)
Zn1 -2.754495 1.004472 -1.257532  2.5874
C1 0.366758 0.891790 -3.945881  0.1058
C2 0.985086 -0.134429 -2.870688  1.3629
C3 2.518796 0.134970 -2.934987  -1.4213
C4 3.382224 -0.462058 -1.835313  -0.7914
C5 2.865701 -0.029150 -0.445111  -1.0101
C6 1.386929 -0.304726 -0.270344  2.1958
N1 0.492213 0.123199 -1.477152  -0.1449
O1 -0.944838 -0.191245 -1.375916  0.0924
C7 0.923009 0.380598 1.082414  -1.2433
C8 1.241964 -1.823770 0.080188  -0.7429
C9 0.806737 -1.622884 -3.475346  -1.5433
H1 0.708049 1.922694 -3.851790  -0.2326
H2 -0.721367 0.955586 -3.946282  -1.2410
H3 0.502268 0.453149 -4.934481  0.7275
H4 2.748051 1.199499 -2.886794  0.3300
H5 2.894667 -0.237618 -3.887877  0.4710
H6 4.366740 0.005025 -1.860950  0.4703
H7 3.431469 -1.540817 -1.983550  0.3008
H8 3.235206 0.981809 -0.273264  0.5664
H9 3.405379 -0.648938 0.270932  -0.1399
H10 1.297473 0.019385 2.040223  -0.3368
H11 -0.156565 0.284051 1.197673  0.1906
H12 1.180997 1.439054 1.117181  0.1868
H13 0.204667 -2.133707 -0.046523  -0.3761
H14 1.469562 -2.101642 1.109303  -0.1347
H15 1.883319 -2.426976 -0.562387  0.2471
H16 1.398311 -2.249031 -2.807442  0.3873
H17 1.319360 -1.650412 -4.436890  0.5107
H18 -0.246674 -1.892128 -3.552264  -0.0136
C10 -2.843267 3.272171 2.130450  -0.5872
C11 -3.285808 2.588330 1.062054  0.2404
C12 -4.388394 3.154027 0.139879  0.3749
O2 -4.705839 2.549961 -0.986880  -0.8225
C13 -5.007332 4.300087 0.469206  -0.5407
C14 -4.563017 5.022096 1.639300  0.4955
C15 -3.426447 4.496126 2.530492  0.3446
O3 -3.091642 5.270487 3.398058  -0.6956
O4 -5.082525 6.047185 1.977244  -0.6653
O5 -2.675706 1.453139 0.828017  -1.0487
H19 -2.017999 2.901658 2.720411  0.4978
H20 -5.673625 4.800391 -0.217927  0.3716
C16 1.315832 3.563764 -6.289867  -0.9505
C17 1.510960 2.478056 -7.403211  -0.2973
O6 0.653880 1.438273 -7.249911  -0.5025
H21 1.887767 3.437705 -5.370570  0.1835
H22 0.309567 3.773208 -5.927030  0.2988
H23 1.691154 4.521645 -6.650016  0.3836
H24 2.508058 2.101659 -7.631716  0.3101
H25 1.154896 2.833905 -8.370008  0.2970
H26 -0.194884 1.768595 -6.946458  0.2490
C18 -1.064731 4.650718 -1.138573  -1.1349
C19 -0.794456 3.332112 -1.710037  0.5837
O7 -1.940358 2.732867 -2.126803  0.0626
H27 -1.911647 4.679703 -0.453022  0.0488
H28 -1.434803 5.292939 -1.937758  0.4835
H29 -0.148101 5.107163 -0.765018  0.3336
H30 -0.471127 2.724160 -0.865077  -0.4549
H31 0.053065 3.215794 -2.385526  0.0494
H32 -2.363336 3.260606 -2.808109  0.0594
C20 -5.287486 -0.142302 -3.857069  -1.1803
C21 -3.774244 -0.516681 -4.094229  -0.1244
O8 -3.118495 0.417845 -3.358695  -0.5542
H33 -5.607587 0.633086 -4.553069  0.3682
H34 -5.553338 0.082031 -2.824072  0.1313
H35 -5.874825 -0.980438 -4.232135  0.4057
H36 -3.496248 -0.495843 -5.147987  0.6094
H37 -3.502402 -1.444129 -3.590202  -0.1108
H38 -2.497363 0.712055 -4.028936  -0.2392
C22 3.326596 1.218395 3.363207  0.0731
C23 4.103363 1.379677 4.704344  -0.4575
O9 3.116389 1.562666 5.706830  -0.5248
H39 2.368164 1.736973 3.339266  -0.0128
H40 2.968580 0.197124 3.233115  -0.4177
H41 3.932939 1.540552 2.516646  0.3770
H42 4.806110 2.207786 4.612283  0.4395
H43 4.619910 0.441983 4.909284  0.2330
H44 3.570413 1.973601 6.446157  0.2700
C24 0.645501 4.496863 3.844445  -1.4139
C25 0.750449 4.548152 2.304633  1.1770
O10 1.703883 5.445783 1.905601  -0.6485
H45 0.109452 3.635860 4.243711  0.2837
H46 0.206362 5.367105 4.332225  0.3401
H47 1.664019 4.440630 4.228586  0.4339
H48 -0.201419 4.852053 1.869093  0.1366
H49 1.045506 3.557578 1.958493  -0.5120
H50 1.950001 5.366657 0.981071  0.3225
C26 4.832849 -3.302972 1.215602  -0.7817
C27 5.599555 -3.675102 2.519054  -0.5011
O11 4.753468 -4.627407 3.205387  -0.5702
H51 3.836097 -2.928014 1.447973  0.1585
H52 4.830042 -4.164271 0.547584  0.4336
H53 5.407483 -2.569998 0.649346  0.3344
H54 5.826771 -2.797285 3.123965  0.3273
H55 6.563628 -4.136181 2.304417  0.3115
H56 4.768532 -5.342605 2.565185  0.3013
C28 -4.648641 -1.807740 1.235634  -1.1110
C29 -4.947841 -0.887891 0.049684  -0.2020
O12 -3.860894 -0.738622 -0.841842  0.7178
H57 -3.846457 -1.344334 1.809951  0.2229
H58 -4.301059 -2.798896 0.944238  0.1738
H59 -5.466256 -1.865375 1.954164  0.4313
H60 -5.086668 0.144782 0.369689  0.2403
H61 -5.663641 -1.364552 -0.620040  0.2657
H62 -3.430159 -1.596034 -0.872117  -0.1149
C30 -2.465329 -5.264288 -2.227123  -1.4561
C31 -2.387394 -4.286056 -1.013478  0.3660
O13 -2.159417 -2.937456 -1.466638  -0.4818
H63 -2.679996 -4.771580 -3.175410  0.2896
H64 -3.185153 -6.049960 -1.997641  0.3845
H65 -1.566368 -5.833953 -2.462607  0.3975
H66 -1.680694 -4.536625 -0.222351  -0.1253
H67 -3.365958 -4.315602 -0.534260  0.2486
H68 -1.252480 -2.629926 -1.399610  -0.0625
C32 0.723500 -5.062890 2.310079  -1.3292
C33 -0.466425 -4.161384 2.724860  0.4896
O14 -1.152916 -4.697593 3.847171  -0.5553
H69 1.502830 -5.054206 3.072092  0.4294
H70 1.067274 -4.713147 1.336638  0.2406
H71 0.462969 -6.111118 2.163640  0.5183
H72 -1.084811 -4.152143 1.827294  -0.1476
H73 -0.228167 -3.137777 3.013930  0.0927
H74 -0.882977 -5.609735 3.976495  0.3364
C34 1.643168 -1.525100 5.925131  -1.2102
C35 2.252314 -2.510158 4.948369  0.7712
O15 3.490300 -3.124179 5.342059  -0.6424
H75 1.279364 -2.014084 6.828811  0.4219
H76 0.840915 -1.095691 5.325028  0.2723
H77 2.367173 -0.836682 6.361007  0.2386
H78 2.372135 -2.087034 3.951009  -0.2986
H79 1.510227 -3.303251 4.856663  0.1641
H80 3.713747 -3.725232 4.627630  0.2766

Atomic forces in eV per Å
0.420 -0.164 1.504
-0.511 -1.427 0.761
0.082 0.157 -0.417
0.129 0.249 0.269
-0.582 0.493 0.497
0.477 -0.912 -1.224
-1.776 -0.659 1.599
-0.049 0.567 -0.008
1.626 -0.192 0.112
-0.798 0.649 -0.961
-0.263 -0.104 -0.822
0.372 1.752 1.155
0.413 -0.273 -0.090
-0.089 -0.129 0.839
0.843 0.375 -0.115
-0.437 0.316 -0.233
-0.091 0.164 -0.235
0.338 -0.513 -0.563
0.259 -0.112 0.372
-0.657 0.339 0.028
-0.090 0.040 0.382
0.578 -0.751 -0.515
-0.198 0.223 -0.349
-0.182 0.223 -0.379
-0.130 0.100 -0.220
0.318 0.423 0.148
-0.058 -0.222 -0.150
-0.452 -0.478 0.038
-0.301 0.003 -0.172
0.139 -0.191 0.113
0.239 0.966 1.582
0.654 -1.403 -0.505
-0.296 -1.533 -2.145
1.861 -1.029 1.152
0.800 0.983 1.027
-0.723 -1.238 -0.792
-0.416 0.529 -1.274
0.917 -0.042 1.319
-0.922 2.103 0.523
-1.143 0.348 -2.166
0.100 -0.271 -0.034
-0.236 -0.149 0.055
1.515 0.383 -0.333
-0.780 2.336 -0.573
-1.300 -3.148 1.159
0.160 -0.667 -0.073
-0.379 -0.505 -0.578
-0.054 0.124 -0.283
0.190 0.104 0.843
0.634 1.433 -0.274
0.028 -0.026 -0.001
-0.358 2.066 -0.864
2.282 -1.127 2.603
-1.724 -1.060 -1.698
0.423 -0.429 0.543
0.151 0.501 -0.333
-0.192 0.064 0.332
0.147 -0.416 0.055
-0.187 0.535 -0.522
-0.494 0.029 0.055
0.310 -1.562 -1.802
-3.700 -1.287 1.341
2.449 2.711 -0.360
0.315 0.550 0.368
0.387 0.043 -0.140
-0.320 -0.359 0.375
-0.064 -0.149 -0.014
-0.419 -0.715 -0.674
0.810 0.883 1.031
0.106 -0.241 0.567
-1.388 -0.596 -1.467
0.389 0.509 0.356
0.307 0.706 0.304
0.599 -0.254 -0.067
-0.079 -0.201 -0.095
-0.001 0.117 0.278
0.443 0.040 -0.037
-0.231 -0.001 0.288
0.642 0.268 -0.078
-1.629 -1.144 0.881
2.077 1.960 0.020
-0.087 -0.104 -0.444
-0.183 0.191 -0.492
0.181 -0.160 0.066
-0.357 -0.444 0.044
-0.360 -0.337 -0.066
-0.325 -0.252 0.062
1.490 0.122 0.485
-1.001 0.150 -0.996
0.913 0.457 0.000
0.078 -0.120 -0.133
-0.482 -0.217 0.109
-0.144 0.382 0.061
-0.526 -0.175 0.315
0.071 -0.095 -0.152
-0.483 -0.465 0.301
0.673 0.911 0.214
-0.001 -0.247 0.083
0.959 -0.250 -0.199
0.262 -0.005 -0.035
-0.242 -0.099 -0.104
-0.297 -0.180 -0.363
-1.038 -0.224 0.063
-1.139 0.522 0.588
1.036 -0.288 -0.553
0.586 -0.425 0.627
0.080 0.382 -1.252
-0.996 -0.662 0.212
-0.512 0.295 0.342
-0.348 0.143 -0.217
0.488 0.246 0.396
0.251 -0.331 -0.287
-0.085 0.300 -0.016
0.266 0.264 0.156
-0.117 0.901 0.370
0.423 -1.332 -0.229
-0.257 -0.010 0.125
0.273 0.195 -0.187
0.459 0.088 0.118
-0.549 -0.013 0.069
-0.585 0.319 0.182
0.431 -0.048 -0.364
-0.033 -0.016 -0.079
0.916 -0.514 0.241
0.091 -1.003 0.207
-0.469 0.752 0.378
-0.478 -0.380 -0.285
-0.084 0.606 0.641
-0.080 0.573 -0.776
0.028 0.407 -0.098
-0.209 -0.220 -0.257
0.280 -0.276 -0.105

Among the records above, which one has the highest Kohn-Sham gap?
C4H5NO

Look up the E_tot of the third one.
-7803.756 eV